[1]
{"formula": "C45H101BN3O27S8", "method": "the ωB97M-V functional and the def2-TZVPD basis", "charge": -1, "molar_mass_g_mol": 1383.64, "largest_force_ev_per_a": 3.90, "homo_lumo_gap_ev": 8.46, "total_energy_ev": -195413.80014, "symbols": ["O", "C", "O", "B", "O", "C", "O", "O", "C", "O", "C", "O", "O", "C", "S", "O", "C", "H", "H", "H", "H", "H", "H", "C", "S", "O", "C", "H", "H", "H", "H", "H", "H", "C", "S", "O", "C", "H", "H", "H", "H", "H", "H", "C", "S", "O", "C", "H", "H", "H", "H", "H", "H", "C", "S", "O", "C", "H", "H", "H", "H", "H", "H", "C", "S", "O", "C", "H", "H", "H", "H", "H", "H", "C", "S", "O", "C", "H", "H", "H", "H", "H", "H", "C", "S", "O", "C", "H", "H", "H", "H", "H", "H", "C", "O", "N", "C", "C", "H", "H", "H", "H", "H", "H", "H", "C", "O", "N", "C", "C", "H", "H", "H", "H", "H", "H", "H", "C", "O", "N", "C", "C", "H", "H", "H", "H", "H", "H", "H", "O", "C", "O", "C", "C", "C", "H", "H", "H", "H", "H", "H", "H", "H", "O", "C", "O", "C", "C", "C", "H", "H", "H", "H", "H", "H", "H", "H", "O", "C", "O", "C", "C", "C", "H", "H", "H", "H", "H", "H", "H", "H", "O", "C", "O", "C", "C", "C", "H", "H", "H", "H", "H", "H", "H", "H"], "positions_angstrom": [[-0.15874, 3.30137, 0.74377], [-0.00257, 2.11734, 0.54372], [-0.86720, 1.17759, 0.49543], [-0.30228, -0.15349, 0.15635], [1.14083, 0.12981, 0.22434], [1.39196, 1.42652, 0.51673], [2.45510, 1.96053, 0.52367], [-0.62186, -0.52906, -1.21715], [-1.25357, -1.71468, -1.34639], [-1.67077, -2.33190, -2.32815], [-1.20506, -2.23967, 0.16653], [-0.70348, -1.30879, 0.90109], [-1.61042, -3.33739, 0.52677], [-0.38989, 0.16653, 4.03343], [-2.10716, 0.01915, 4.67183], [-2.68818, 1.44247, 4.72042], [-2.80458, -0.71101, 3.06997], [0.31519, 0.41011, 4.82819], [-0.24197, 0.97187, 3.31396], [-0.04427, -0.70559, 3.47842], [-3.89415, -0.70756, 3.10034], [-2.35590, -1.66782, 2.80297], [-2.49660, -0.00786, 2.29613], [2.11918, -3.77298, 0.14228], [3.27279, -3.69722, 1.57933], [4.59060, -3.22088, 0.95945], [2.63120, -2.09859, 2.36215], [1.09130, -3.86236, 0.49380], [2.29014, -4.61282, -0.53118], [2.24089, -2.85483, -0.43243], [2.67249, -1.22337, 1.71377], [3.18601, -2.00452, 3.29566], [1.55420, -2.10262, 2.52997], [6.08279, -1.27626, 3.20299], [5.50394, 0.12271, 4.23991], [4.04219, -0.13250, 4.62820], [5.48516, 1.55680, 3.06440], [7.09074, -1.06641, 2.84507], [5.57155, -1.25822, 2.24049], [6.03819, -2.25065, 3.68947], [4.62610, 1.54017, 2.39370], [6.41656, 1.44912, 2.50853], [5.45838, 2.42098, 3.72815], [-6.01465, 3.36467, 1.18502], [-4.75589, 4.60076, 1.79398], [-5.15105, 4.99936, 3.27159], [-3.31197, 3.44248, 1.87191], [-6.96154, 3.68213, 1.62173], [-5.82066, 2.37128, 1.58955], [-5.92122, 3.43148, 0.10109], [-3.53076, 2.39920, 2.09951], [-2.44040, 3.76475, 2.44166], [-2.88129, 3.34514, 0.87535], [3.27887, 0.65757, -2.93252], [4.94681, -0.24375, -2.94677], [5.99163, 0.85281, -3.05349], [4.92006, -0.78699, -1.20036], [2.42379, 0.03596, -3.19812], [3.35928, 1.32707, -3.78890], [3.05520, 1.27898, -2.06539], [5.02775, 0.15771, -0.66741], [5.75414, -1.44575, -0.95860], [3.95985, -1.23941, -0.95255], [-1.75015, 0.09907, -4.89748], [-2.86427, 1.43744, -4.24889], [-3.14255, 2.23332, -5.54224], [-4.29653, 0.31886, -4.02915], [-2.16613, -0.33102, -5.80856], [-1.59630, -0.64141, -4.11254], [-0.75253, 0.46276, -5.14364], [-3.97428, -0.60794, -3.55449], [-4.60173, 0.17545, -5.06568], [-5.11651, 0.84918, -3.54490], [-6.61746, -0.38407, 0.29800], [-5.21160, -1.05493, -0.61431], [-5.72048, -1.24433, -2.03523], [-4.05227, 0.40894, -0.59077], [-7.39721, -1.13684, 0.41386], [-7.11651, 0.41456, -0.25085], [-6.25358, -0.15520, 1.29965], [-3.29895, 0.24820, -1.36198], [-3.55748, 0.51548, 0.37460], [-4.60014, 1.31223, -0.85911], [-2.71117, -6.95387, 1.97631], [-2.63698, -7.24644, 0.15969], [-3.36227, -8.51211, -0.10420], [-3.91027, -5.98297, -0.39557], [-2.56944, -5.91906, 2.28806], [-2.10776, -7.59735, 2.61657], [-3.71885, -7.14297, 2.34634], [-4.84171, -6.11012, 0.15611], [-4.15025, -6.20216, -1.43599], [-3.65311, -4.93133, -0.26896], [1.14615, 4.83423, -4.41214], [1.52707, 3.99645, -5.24031], [0.49384, 4.45689, -3.26708], [-0.20240, 5.41766, -2.41318], [0.32373, 3.06099, -2.87489], [1.03221, 5.92461, -4.51356], [-0.52689, 6.32162, -2.92860], [0.49972, 5.66617, -1.61733], [-1.08588, 4.93225, -1.99852], [0.79479, 2.99551, -1.89412], [-0.71297, 2.76647, -2.71179], [0.75670, 2.38079, -3.60835], [0.65235, 3.73083, 5.38468], [0.21612, 4.07966, 6.49048], [1.83112, 3.12583, 5.05896], [2.24876, 2.84374, 3.69262], [2.78062, 2.75925, 6.11212], [-0.03715, 3.87743, 4.53893], [2.25610, 1.80032, 3.37747], [3.27318, 3.20807, 3.61565], [1.60597, 3.35482, 2.97587], [2.85451, 1.67290, 6.06221], [3.66112, 3.40103, 6.08166], [2.40136, 2.90388, 7.12372], [0.53116, -6.50505, 3.46549], [1.12884, -6.32091, 2.40202], [-0.31168, -5.59238, 4.07526], [-1.01240, -5.86002, 5.30212], [-0.37697, -4.19440, 3.60624], [0.66158, -7.36349, 4.14244], [-1.86960, -5.20554, 5.46014], [-0.38734, -5.93709, 6.19176], [-1.49059, -6.83616, 5.22095], [-1.43531, -3.99160, 3.44222], [-0.12185, -3.46410, 4.37414], [0.34206, -4.01739, 2.80639], [2.07342, -4.64747, -5.46808], [1.64324, -3.92050, -4.54922], [0.83832, -4.30287, -3.55347], [0.34844, -5.58168, -3.49649], [-0.48740, -5.81093, -2.25171], [2.05395, -2.42457, -4.43680], [1.18215, -6.28248, -3.54025], [-0.38986, -5.66200, -4.29434], [-1.01599, -4.91942, -1.91420], [0.14030, -6.06335, -1.39709], [-1.24183, -6.57952, -2.41965], [1.08645, -1.93233, -4.53550], [2.70166, -2.13593, -5.26461], [2.44330, -2.13095, -3.46197], [-0.94454, 8.51827, 4.91010], [-0.05717, 7.73789, 4.68529], [0.02817, 6.81140, 3.70761], [-0.90378, 6.70476, 2.65485], [-0.78683, 7.76356, 1.52832], [1.04328, 7.55679, 5.69692], [-1.89440, 6.61993, 3.10159], [-0.71031, 5.72506, 2.21799], [-0.88784, 8.74350, 1.99481], [-1.60402, 7.63243, 0.81903], [0.18617, 7.67544, 1.04499], [2.07165, 7.60499, 5.33881], [0.87659, 6.84988, 6.50968], [0.97546, 8.54016, 6.16221], [5.89802, 5.32490, -2.96631], [5.20948, 4.31843, -3.16763], [4.63110, 3.64334, -2.24270], [4.79576, 4.00226, -0.83304], [5.89622, 3.20709, -0.09120], [4.90856, 3.74462, -4.54181], [3.86103, 3.80149, -0.30953], [5.04195, 5.05898, -0.72897], [6.03367, 3.53025, 0.94068], [6.78327, 3.59753, -0.59000], [5.93375, 2.12079, -0.00967], [5.27135, 4.47869, -5.26128], [3.87253, 3.49875, -4.77480], [5.41307, 2.80376, -4.76170], [-4.14564, -2.41889, -5.82592], [-3.77539, -3.33862, -5.08686], [-2.64506, -4.10055, -5.19867], [-2.14414, -4.31501, -6.44767], [-2.61342, -5.74553, -6.85721], [-4.52258, -3.61866, -3.77471], [-1.06436, -4.17104, -6.48572], [-2.48239, -3.61906, -7.21536], [-2.37396, -6.46814, -6.07709], [-2.24684, -6.15539, -7.79834], [-3.68485, -5.94492, -6.83768], [-4.07470, -3.17296, -2.88653], [-4.44276, -4.70015, -3.66465], [-5.57819, -3.35655, -3.84598]]}


[2]
{"formula": "C45H105BrNO13PS", "method": "the ωB97M-V functional and the def2-TZVPD basis", "molar_mass_g_mol": 1011.27, "largest_force_ev_per_a": 3.76, "homo_lumo_gap_ev": 9.19, "smiles": "C#CCCCN(C(=O)O[C@H](Br)CC)P(O)(O)=S.CCOCC.CCOCC.CCOCC.CCOCC.CCOCC.CCOCC.CCOCC.CCOCC.CCOCC", "total_energy_ev": -166636.23882, "symbols": ["C", "C", "C", "C", "C", "N", "C", "O", "O", "C", "Br", "C", "C", "P", "O", "O", "S", "H", "H", "H", "H", "H", "H", "H", "H", "H", "H", "H", "H", "H", "H", "H", "C", "C", "O", "C", "C", "H", "H", "H", "H", "H", "H", "H", "H", "H", "H", "C", "C", "O", "C", "C", "H", "H", "H", "H", "H", "H", "H", "H", "H", "H", "C", "C", "O", "C", "C", "H", "H", "H", "H", "H", "H", "H", "H", "H", "H", "C", "C", "O", "C", "C", "H", "H", "H", "H", "H", "H", "H", "H", "H", "H", "C", "C", "O", "C", "C", "H", "H", "H", "H", "H", "H", "H", "H", "H", "H", "C", "C", "O", "C", "C", "H", "H", "H", "H", "H", "H", "H", "H", "H", "H", "C", "C", "O", "C", "C", "H", "H", "H", "H", "H", "H", "H", "H", "H", "H", "C", "C", "O", "C", "C", "H", "H", "H", "H", "H", "H", "H", "H", "H", "H", "C", "C", "O", "C", "C", "H", "H", "H", "H", "H", "H", "H", "H", "H", "H"], "positions_angstrom": [[-2.83211, 2.64642, -1.96313], [-2.62824, 2.18365, -0.84394], [-2.43832, 1.72670, 0.65891], [-3.35987, 2.69269, 1.53337], [-2.80319, 3.03105, 2.97973], [-1.32714, 3.40726, 3.01826], [-1.03662, 3.57008, 4.44112], [-1.15430, 4.59124, 5.08105], [-0.64371, 2.39948, 5.14356], [0.77234, 2.09482, 4.96764], [1.85522, 3.52873, 4.13164], [0.88579, 0.67893, 4.25071], [0.54633, 0.71201, 2.69611], [-0.99654, 4.84422, 2.07922], [0.05891, 5.91095, 2.79145], [-2.39222, 5.73720, 1.72252], [-0.22272, 4.38216, 0.33503], [-2.83252, 2.79595, -3.09099], [-2.83168, 0.66961, 0.70856], [-1.34568, 1.73376, 0.95798], [-3.64243, 3.59857, 0.91716], [-4.34043, 2.12896, 1.69767], [-3.35565, 3.92583, 3.42792], [-3.01540, 2.15572, 3.66343], [1.19494, 1.94462, 6.01613], [1.88786, 0.16965, 4.43124], [0.11512, 0.01300, 4.76830], [1.22699, -0.02758, 2.15475], [0.70016, 1.72242, 2.21037], [-0.51220, 0.33765, 2.52196], [0.87787, 5.99122, 2.26422], [-2.58372, 5.58760, 0.76707], [-1.57230, 1.73601, -7.47094], [-1.97272, 2.97094, -6.68400], [-1.47135, 2.98838, -5.35523], [-0.05958, 2.96987, -5.21008], [0.63496, 4.16164, -5.84622], [-1.86873, 0.82741, -6.94012], [-2.04825, 1.73936, -8.45512], [-0.49160, 1.68734, -7.62426], [-3.06237, 2.99619, -6.60259], [-1.68141, 3.88568, -7.21160], [0.34983, 2.02865, -5.59213], [0.13834, 2.97757, -4.13567], [0.50754, 4.17169, -6.93084], [1.70632, 4.13536, -5.63604], [0.22240, 5.09739, -5.46100], [-6.57434, -2.46597, 3.01545], [-5.83524, -1.26251, 2.45763], [-4.53648, -1.56613, 1.97208], [-4.46036, -2.50103, 0.90592], [-5.19204, -2.05649, -0.34907], [-5.98201, -2.95572, 3.79215], [-7.53180, -2.16039, 3.44372], [-6.77826, -3.20954, 2.24185], [-5.70130, -0.53123, 3.25879], [-6.42454, -0.76422, 1.68012], [-4.81187, -3.48436, 1.23634], [-3.39898, -2.61605, 0.67418], [-6.26803, -1.97420, -0.18141], [-5.03392, -2.77401, -1.15697], [-4.83694, -1.07510, -0.67408], [5.51043, -3.81357, 6.81242], [4.91081, -2.81598, 5.83804], [3.77902, -2.12923, 6.35071], [3.99147, -1.34469, 7.51538], [5.00456, -0.23055, 7.32292], [4.75366, -4.52570, 7.14997], [6.32617, -4.36575, 6.33997], [5.91309, -3.31928, 7.69987], [4.56920, -3.35423, 4.95051], [5.66528, -2.10041, 5.49320], [4.26893, -1.98477, 8.36018], [3.02494, -0.90279, 7.76922], [6.00230, -0.62315, 7.11456], [5.06962, 0.38654, 8.22157], [4.72074, 0.40311, 6.47876], [6.01216, -8.80438, 4.62065], [5.91929, -8.44886, 6.09416], [4.89995, -7.50672, 6.38978], [3.57059, -7.89295, 6.07693], [3.10516, -9.13493, 6.81758], [6.13792, -7.90400, 4.01437], [6.85991, -9.46986, 4.44178], [5.11102, -9.31204, 4.26939], [6.86148, -7.99038, 6.40417], [5.79618, -9.34714, 6.70889], [3.45489, -8.01664, 4.99473], [2.93252, -7.05257, 6.36013], [3.68241, -10.01633, 6.53061], [2.05465, -9.33811, 6.59889], [3.22265, -9.00557, 7.89628], [-4.71951, -3.55434, -7.27062], [-4.38289, -2.63403, -6.11027], [-4.10960, -1.29851, -6.50323], [-5.16003, -0.60540, -7.15885], [-6.41435, -0.45817, -6.31455], [-3.92622, -3.53292, -8.02181], [-4.84324, -4.58141, -6.91913], [-5.64708, -3.25834, -7.76583], [-3.47770, -3.00230, -5.62160], [-5.17266, -2.65259, -5.35123], [-5.38818, -1.08047, -8.11933], [-4.77262, 0.38920, -7.39239], [-6.86912, -1.42641, -6.09473], [-7.15697, 0.14857, -6.83724], [-6.18021, 0.01630, -5.35837], [-0.51083, 2.52717, 9.09393], [0.33867, 1.26976, 9.11715], [1.68220, 1.49768, 9.51594], [1.87581, 2.03021, 10.81708], [1.34281, 1.13994, 11.92655], [-0.05093, 3.29191, 8.46309], [-1.50839, 2.30646, 8.70731], [-0.62854, 2.95279, 10.09308], [0.38099, 0.85819, 8.10514], [-0.11715, 0.49663, 9.74522], [1.44865, 3.03648, 10.88384], [2.95476, 2.14535, 10.94379], [0.25741, 1.03334, 11.87242], [1.58867, 1.56026, 12.90407], [1.77257, 0.13770, 11.85491], [10.76329, -4.30082, 11.45021], [10.49482, -3.26939, 10.36828], [9.71693, -3.76435, 9.28961], [8.41472, -4.22855, 9.61089], [7.51813, -3.15932, 10.21139], [11.22706, -5.19389, 11.02437], [11.42836, -3.88898, 12.21291], [9.84256, -4.61541, 11.94665], [11.44913, -2.95375, 9.94000], [10.03250, -2.36952, 10.78844], [8.47376, -5.10424, 10.26632], [7.97166, -4.57579, 8.67465], [7.89319, -2.81341, 11.17691], [6.50930, -3.54895, 10.36529], [7.46366, -2.28876, 9.55240], [-4.26683, 0.46170, -12.49443], [-3.71305, 1.78195, -11.98784], [-2.48725, 1.65295, -11.28381], [-1.39393, 1.11306, -12.01036], [-1.00164, 1.93869, -13.22295], [-4.37187, -0.25235, -11.67371], [-5.24494, 0.61127, -12.95769], [-3.61122, 0.00790, -13.24095], [-4.42821, 2.21506, -11.28403], [-3.60774, 2.50432, -12.80477], [-1.60009, 0.07524, -12.29379], [-0.55054, 1.07996, -11.31660], [-1.79731, 1.96102, -13.97028], [-0.11006, 1.52188, -13.69650], [-0.79742, 2.97274, -12.93410], [-2.21418, 6.64300, -12.87297], [-1.80656, 6.21944, -14.27326], [-2.74746, 5.36330, -14.90524], [-4.04969, 5.89111, -15.10411], [-4.07898, 7.12983, -15.98292], [-2.41363, 5.76835, -12.24865], [-1.42184, 7.23387, -12.40757], [-3.12111, 7.25176, -12.88239], [-0.87111, 5.65821, -14.21000], [-1.60181, 7.09059, -14.90490], [-4.53353, 6.08385, -14.14038], [-4.63005, 5.10143, -15.58692], [-3.55185, 7.96629, -15.51942], [-5.10895, 7.44399, -16.16504], [-3.59539, 6.93155, -16.94256]]}